Entry 1:
The following is a DFT calculation (ωB97M-V/def2-TZVPD) of a gas-phase ion, C6H12N3OS (charge +1) in a non-equilibrium geometry.

Structure (XYZ):
```
23
C6H12N3OS (ωB97M-V/def2-TZVPD)
C 1.390 -2.953 1.041
S 1.255 -1.695 -0.090
C -0.440 -1.680 -0.646
N -1.201 -0.600 -0.320
C -2.571 -0.445 -0.635
N -0.611 0.400 0.393
C -1.234 1.658 0.599
C 0.836 0.197 0.391
C 1.736 0.878 -0.313
N 1.742 2.243 -0.556
O 2.933 0.516 -0.588
H 2.289 -3.353 0.963
H 0.762 -2.982 1.885
H -1.025 -2.665 -0.722
H -3.105 -0.173 0.273
H -2.607 0.462 -1.458
H -2.895 -1.242 -1.228
H -0.569 2.396 1.001
H -1.995 1.614 1.409
H -1.641 2.071 -0.372
H 1.046 2.901 -0.263
H 2.643 2.479 -0.980
H 3.262 -0.027 0.216
```

As for the multiplicity: 1. The calculation puts the HOMO energy at -11.656 eV. Its total charge is +1. The molar mass comes out at 174.25 u. As for the relative energy (zero: lowest compared OMol25 entry of this formula, charge and spin): 602.6 kJ/mol. As for the SMILES: C=S1=CN(C)N(C)C=1C(=[NH2+])O.

Entry 2:
The following is a DFT calculation (ωB97M-V/def2-TZVPD) of a molecular structure, C12H8N3O6Pt in a non-equilibrium geometry.

Structure (XYZ):
```
30
C12H8N3O6Pt (ωB97M-V/def2-TZVPD)
Pt 0.337 0.108 0.132
O 1.854 -3.761 0.394
C 1.076 -2.798 0.394
O 1.050 -1.785 1.122
C -0.023 -2.845 -0.706
C -0.346 -3.910 -1.518
C -1.339 -3.700 -2.474
C -1.949 -2.457 -2.591
C -1.537 -1.452 -1.733
N -0.615 -1.678 -0.823
C -2.000 0.019 -1.746
O -2.871 0.352 -2.493
O -1.352 0.750 -0.880
H 0.162 -4.859 -1.420
H -1.624 -4.503 -3.139
H -2.707 -2.257 -3.336
C 5.021 0.977 1.583
N 4.295 0.420 0.445
C 4.902 -0.309 -0.545
C 4.227 -0.907 -1.552
C 2.777 -0.792 -1.617
O 2.030 -1.385 -2.379
N 2.280 0.071 -0.654
C 2.933 0.542 0.416
O 2.236 1.018 1.327
H 6.087 0.862 1.419
H 4.728 0.468 2.501
H 4.779 2.032 1.700
H 5.974 -0.415 -0.459
H 4.729 -1.491 -2.306
```

As for the multiplicity: 5. The calculation puts the HOMO energy (spin up / spin down) at -12.714 / -12.684 eV. Its total charge is +1. The molar mass comes out at 485.29 u.

Entry 3:
The following is a DFT calculation (ωB97M-V/def2-TZVPD) of 8 unconnected molecules or ions with the total composition C8H32N16O8 in a non-equilibrium geometry.

Structure (XYZ):
```
64
C8H32N16O8 (ωB97M-V/def2-TZVPD)
N 2.961 2.302 0.887
C 4.124 3.034 0.789
N 4.418 3.724 1.916
O 4.810 3.056 -0.224
H 2.640 1.782 0.085
H 2.491 2.291 1.771
H 3.837 3.703 2.731
H 5.200 4.351 1.896
N 4.186 -0.928 -5.763
C 4.329 -2.171 -5.213
N 3.276 -2.517 -4.394
O 5.323 -2.868 -5.282
H 3.279 -0.504 -5.656
H 4.961 -0.469 -6.199
H 3.409 -3.363 -3.871
H 2.350 -2.148 -4.505
N 0.179 -0.949 -1.797
C -0.113 -0.050 -0.808
N -1.354 -0.252 -0.283
O 0.655 0.839 -0.508
H -0.450 -1.683 -2.073
H 1.075 -0.945 -2.252
H -1.528 0.164 0.623
H -1.826 -1.153 -0.357
N -0.097 1.814 4.523
C -0.952 1.473 3.538
N -2.187 2.052 3.585
O -0.704 0.614 2.689
H -0.343 2.371 5.316
H 0.713 1.218 4.478
H -2.894 1.864 2.898
H -2.390 2.710 4.316
N 4.558 0.691 -3.083
C 3.286 1.172 -3.081
N 3.051 2.240 -2.297
O 2.407 0.651 -3.786
H 5.298 1.268 -2.719
H 4.803 -0.028 -3.739
H 2.102 2.550 -2.198
H 3.774 2.555 -1.660
N -1.296 -2.012 3.337
C -1.163 -2.143 4.695
N -1.483 -3.419 5.137
O -0.784 -1.277 5.457
H -1.150 -1.065 2.978
H -1.877 -2.708 2.907
H -1.743 -4.166 4.522
H -1.809 -3.407 6.087
N -5.300 1.992 1.621
C -4.802 0.867 2.247
N -3.792 0.285 1.526
O -5.213 0.414 3.290
H -5.788 2.679 2.164
H -5.125 2.180 0.652
H -3.498 -0.609 1.877
H -3.556 0.661 0.627
N -3.401 -1.273 -2.708
C -3.500 -2.407 -1.964
N -4.353 -3.344 -2.465
O -2.956 -2.546 -0.874
H -3.849 -1.249 -3.604
H -2.807 -0.537 -2.367
H -4.504 -4.289 -2.169
H -4.909 -3.089 -3.264
```

As for the multiplicity: 1. The calculation puts the HOMO energy at -9.317 eV. Its total charge is 0. The molar mass comes out at 480.45 u. As for the relative energy (zero: lowest compared OMol25 entry of this formula, charge and spin): 95.6 kJ/mol. As for the SMILES: NC(N)=O.NC(N)=O.NC(N)=O.NC(N)=O.NC(N)=O.NC(N)=O.NC(N)=O.NC(N)=O.

Entry 4:
The following is a DFT calculation (ωB97M-V/def2-TZVPD) of 2 unconnected molecules or ions with the total composition C8H16BrIN4O in a non-equilibrium geometry.

Structure (XYZ):
```
31
C8H16BrIN4O (ωB97M-V/def2-TZVPD)
C 4.390 0.309 0.320
C 2.773 0.066 -0.034
I 2.730 -1.353 -1.712
C 2.166 1.551 -0.377
C 0.531 1.642 -0.425
C -0.318 0.804 -1.549
N -1.364 0.067 -0.741
C -1.320 -1.445 -0.729
C -0.970 -2.117 0.727
N -0.165 -3.259 0.734
C -1.647 0.771 0.581
N -2.807 0.820 1.315
Br -4.333 -0.083 0.669
N -0.282 1.442 0.843
H 4.626 1.412 0.635
H 4.806 -0.497 1.074
H 4.977 0.122 -0.700
H 2.276 -0.396 0.947
H 2.659 2.041 -1.348
H 2.512 2.262 0.518
H 0.362 2.766 -0.760
H -0.947 1.644 -2.091
H 0.229 0.273 -2.437
H -2.383 -1.812 -1.116
H -0.530 -1.853 -1.516
H -1.363 -1.741 1.770
H 0.103 -3.527 -0.239
H -2.809 1.378 2.220
H -0.637 2.438 0.972
O -7.056 -1.925 1.420
H -6.210 -1.799 1.030
```

As for the multiplicity: 1. The calculation puts the HOMO energy at -5.930 eV. Its total charge is 0. The molar mass comes out at 391.05 u. As for the relative energy (zero: lowest compared OMol25 entry of this formula, charge and spin): 578.6 kJ/mol.

Entry 5:
The following is a DFT calculation (ωB97M-V/def2-TZVPD) of a single C3H7NOS molecule in a non-equilibrium geometry.

Structure (XYZ):
```
13
C3H7NOS (ωB97M-V/def2-TZVPD)
N -0.906 -1.586 -0.901
C -0.769 -1.164 0.390
O -0.996 -1.935 1.285
C -0.328 0.333 0.546
C 1.099 0.599 0.199
S 1.650 2.364 0.369
H -1.647 -2.429 -0.910
H -0.825 -0.876 -1.658
H -0.450 0.679 1.597
H -1.060 0.888 -0.088
H 1.673 -0.036 0.804
H 1.276 0.363 -0.778
H 1.283 2.800 -0.856
```

As for the multiplicity: 1. The calculation puts the HOMO energy at -9.378 eV. Its total charge is 0. The molar mass comes out at 105.16 u. As for the relative energy (zero: lowest compared OMol25 entry of this formula, charge and spin): 76.4 kJ/mol. As for the SMILES: NC(=O)CCS.

Entry 6:
The following is a DFT calculation (ωB97M-V/def2-TZVPD) of a single C5H11N5S molecule in a non-equilibrium geometry.

Structure (XYZ):
```
22
C5H11N5S (ωB97M-V/def2-TZVPD)
C 0.001 -1.005 -3.295
C -1.217 -0.404 -2.604
S -1.138 -0.496 -0.795
C -0.040 0.761 -0.611
N 0.064 1.960 -1.090
N 0.910 2.736 -0.373
N 1.324 2.096 0.644
N 0.917 0.907 0.675
N 1.345 -0.028 1.614
C 0.945 -1.385 1.322
C 1.162 0.475 2.971
H 0.805 -0.499 -2.787
H 0.265 -2.041 -3.127
H -0.115 -0.805 -4.395
H -2.105 -0.708 -2.956
H -1.207 0.643 -2.850
H -0.044 -1.633 1.735
H 1.225 -1.499 0.252
H 1.565 -2.011 2.012
H 0.961 1.602 2.942
H 0.261 0.149 3.453
H 2.167 0.403 3.454
```

As for the multiplicity: 1. The calculation puts the HOMO energy at -8.472 eV. Its total charge is 0. The molar mass comes out at 173.25 u. As for the relative energy (zero: lowest compared OMol25 entry of this formula, charge and spin): 96.4 kJ/mol. As for the SMILES: CCSc1nnnn1N(C)C.

Entry 7:
The following is a DFT calculation (ωB97M-V/def2-TZVPD) of a single C5H10N2O molecule in a non-equilibrium geometry.

Structure (XYZ):
```
18
C5H10N2O (ωB97M-V/def2-TZVPD)
H 1.671 2.133 0.377
N 0.689 1.857 0.466
C 0.465 0.634 0.441
C 1.600 -0.553 -0.036
N 1.538 -0.716 -1.451
C -0.627 -0.251 0.842
C -0.699 -0.750 2.087
O -1.631 -0.507 -0.060
C -1.910 0.489 -1.032
H 2.549 -0.102 0.253
H 1.500 -1.515 0.466
H 1.593 0.163 -1.948
H 0.715 -1.230 -1.743
H -1.615 -1.181 2.449
H 0.136 -0.675 2.763
H -1.162 0.483 -1.839
H -1.929 1.486 -0.594
H -2.884 0.234 -1.444
```

As for the multiplicity: 1. The calculation puts the HOMO energy at -8.194 eV. Its total charge is 0. The molar mass comes out at 114.15 u. As for the relative energy (zero: lowest compared OMol25 entry of this formula, charge and spin): 302.3 kJ/mol. As for the SMILES: [H]/N=C(\CN)C(=C)OC.

Entry 8:
The following is a DFT calculation (ωB97M-V/def2-TZVPD) of a molecular structure, C6H7Br in a non-equilibrium geometry.

Structure (XYZ):
```
14
C6H7Br (ωB97M-V/def2-TZVPD)
C 2.521 0.274 -0.118
C 2.351 0.085 -1.402
C 2.315 -0.264 -2.573
C 1.444 0.384 1.055
C -0.601 -0.291 -0.190
C 0.156 0.754 0.508
Br 1.666 -1.661 1.270
H 3.571 0.091 0.132
H 2.335 -0.368 -3.631
H -0.175 -0.759 -1.122
H -1.069 -0.999 0.409
H -1.437 0.185 -0.514
H -0.571 1.160 1.276
H 0.342 1.496 -0.233
```

As for the multiplicity: 1. The calculation puts the HOMO energy (spin up / spin down) at -9.214 / -7.810 eV. Its total charge is 0. The molar mass comes out at 159.03 u. As for the relative energy (zero: lowest compared OMol25 entry of this formula, charge and spin): 492.9 kJ/mol.

Entry 9:
The following is a DFT calculation (ωB97M-V/def2-TZVPD) of a molecular structure, C15H41MnNO19S5 in a non-equilibrium geometry.

Structure (XYZ):
```
82
C15H41MnNO19S5 (ωB97M-V/def2-TZVPD)
Mn 3.107 -3.044 0.005
N 0.281 -1.510 -0.296
O 1.429 -1.669 0.246
O -0.315 -2.530 -0.525
O -0.105 -0.423 -0.651
O 4.291 -1.455 0.550
H 4.299 -0.973 1.400
O 3.785 -3.948 -3.843
S 2.611 -3.202 -3.359
O 2.437 -3.056 -1.927
O 2.670 -1.666 -4.031
C 1.979 -0.541 -3.464
C 2.331 0.728 -4.232
C 1.076 -3.818 -4.050
H 2.394 -0.439 -2.461
H 0.930 -0.810 -3.334
H 1.848 1.522 -3.663
H 2.007 0.717 -5.273
H 3.399 0.944 -4.239
H 0.238 -3.283 -3.604
H 0.973 -4.871 -3.785
H 1.083 -3.539 -5.104
O -3.555 -2.857 3.535
S -3.573 -1.700 2.622
O -4.244 -1.653 1.282
O -3.984 -0.253 3.384
C -3.975 0.968 2.668
C -5.105 1.837 3.302
C -1.846 -1.373 2.191
H -4.200 0.806 1.613
H -3.033 1.513 2.729
H -5.032 2.921 3.222
H -5.264 1.664 4.366
H -6.056 1.604 2.822
H -1.443 -0.960 3.116
H -1.927 -0.767 1.288
H -1.319 -2.275 1.882
O 3.244 5.281 0.535
S 3.795 3.932 0.514
O 5.186 3.607 0.663
O 2.930 2.946 1.498
C 1.512 3.059 1.604
C 0.782 1.912 0.882
C 3.324 3.221 -1.004
H 1.114 4.017 1.270
H 1.250 2.880 2.647
H -0.271 2.195 0.883
H 1.039 0.926 1.268
H 1.071 1.743 -0.155
H 3.697 2.208 -1.155
H 3.546 3.861 -1.858
H 2.235 3.178 -0.992
O -1.216 2.060 4.572
S -0.307 1.076 5.177
O -0.858 -0.184 5.745
O 0.784 0.631 4.022
C 2.033 0.033 4.395
C 2.792 -0.564 3.222
C 0.847 1.832 6.414
H 1.814 -0.807 5.054
H 2.609 0.820 4.882
H 3.042 0.102 2.396
H 2.108 -1.342 2.883
H 3.716 -0.998 3.606
H 1.352 2.662 5.920
H 1.570 1.086 6.743
H 0.275 2.230 7.252
O -1.093 -1.917 -5.654
S -2.484 -1.850 -5.801
O -3.195 -2.536 -6.890
O -3.201 -2.132 -4.226
C -2.507 -1.556 -3.145
C -3.531 -1.141 -2.090
C -2.941 0.021 -5.972
H -1.741 -0.835 -3.430
H -1.875 -2.214 -2.549
H -3.955 -0.180 -2.379
H -3.229 -1.165 -1.043
H -4.414 -1.776 -2.154
H -2.865 0.400 -6.991
H -2.223 0.578 -5.372
H -3.953 0.097 -5.573
```

As for the multiplicity: 7. The calculation puts the HOMO energy (spin up / spin down) at -2.029 / -5.801 eV. Its total charge is -1. The molar mass comes out at 754.75 u.

| no. | calculated total energy (eV) |
| --- | --- |
| 1 | -23756.4220 |
| 2 | -32564.3445 |
| 3 | -49045.5865 |
| 4 | -94695.1252 |
| 5 | -17597.1378 |
| 6 | -23644.5307 |
| 7 | -10372.1716 |
| 8 | -76371.3617 |
| 9 | -142101.5539 |